(1)
# C36H25F3MgN5O6Sb

A structure of composition C36H25F3MgN5O6Sb (wB97M-V/def2-TZVPD, the Open Molecules 2025 dataset).

Atoms and positions in Å:
1 Mg 0.1564 0.2557 0.2662
2 O 3.8424 -0.3737 -1.4217
3 C 2.7422 0.1464 -1.4177
4 O 1.7900 -0.0863 -0.5879
5 C 2.4106 1.1996 -2.4363
6 C 3.4474 1.9028 -3.0366
7 C 3.1368 2.9192 -3.9173
8 C 1.8391 3.2730 -4.2353
9 C 0.8399 2.5328 -3.6403
10 C 1.0996 1.5118 -2.7531
11 N -0.5728 2.8661 -3.9502
12 O -0.7711 3.7375 -4.7673
13 O -1.4387 2.2416 -3.3702
14 N 4.2428 3.6789 -4.5515
15 O 3.9383 4.5456 -5.3414
16 O 5.3737 3.3732 -4.2498
17 H 4.4741 1.6556 -2.8107
18 H 1.6240 4.0793 -4.9183
19 H 0.2688 0.9562 -2.3369
20 F -6.2998 3.5806 -4.3138
21 C -5.5987 2.8400 -3.4382
22 C -5.7270 3.1080 -2.0916
23 C -5.0039 2.3383 -1.1902
24 C -4.1782 1.3093 -1.6360
25 C -4.0492 1.0918 -3.0094
26 C -4.7664 1.8503 -3.9219
27 Sb -3.0034 0.1372 -0.3168
28 C -3.9278 0.6233 1.5257
29 C -5.3178 0.6463 1.6627
30 C -5.9069 0.9701 2.8747
31 C -5.0854 1.2658 3.9471
32 F -5.6533 1.5802 5.1237
33 C -3.7094 1.2494 3.8565
34 C -3.1356 0.9272 2.6329
35 C -3.9984 -1.7459 -0.5833
36 C -4.6422 -2.4058 0.4626
37 C -5.2120 -3.6613 0.2798
38 C -5.1238 -4.2489 -0.9646
39 F -5.6672 -5.4669 -1.1480
40 C -4.4909 -3.6359 -2.0270
41 C -3.9246 -2.3845 -1.8231
42 H -6.3759 3.9085 -1.7630
43 H -5.0870 2.5621 -0.1337
44 H -3.3664 0.3421 -3.3925
45 H -4.6732 1.7000 -4.9885
46 H -5.9544 0.3994 0.8203
47 H -6.9812 0.9972 2.9976
48 H -3.1087 1.4909 4.7226
49 H -2.0539 0.9345 2.5533
50 H -4.7112 -1.9451 1.4406
51 H -5.7249 -4.1762 1.0818
52 H -4.4513 -4.1309 -2.9879
53 H -3.4191 -1.9127 -2.6576
54 N 0.2580 7.7659 0.7608
55 C 0.2178 6.6172 0.7509
56 C 0.1595 5.1731 0.7392
57 C -1.0694 4.5244 0.7946
58 C -1.1072 3.1359 0.7653
59 C 0.0458 2.3350 0.6937
60 C 1.2605 3.0423 0.6629
61 C 1.3317 4.4258 0.6752
62 H -1.9801 5.1068 0.8591
63 H -2.0993 2.6882 0.7982
64 H 2.1982 2.4951 0.6216
65 H 2.2871 4.9331 0.6339
66 C -1.9306 -4.9633 0.9392
67 N -0.9632 -3.8829 0.7948
68 C 0.3222 -3.9815 0.3055
69 C 0.8184 -2.7186 0.2763
70 N -0.1517 -1.8414 0.7447
71 C -1.1967 -2.5902 1.0413
72 H -1.4225 -5.8578 1.2896
73 H -2.4188 -5.1693 -0.0118
74 H -2.6835 -4.6731 1.6674
75 H 0.7530 -4.9267 0.0250
76 H 1.7884 -2.3684 -0.0323
77 H -2.1300 -2.2447 1.4584

Output
Frontier orbital gap ... 8.269 eV
Energy above the lowest of the compared OMol25 structures with the same formula, charge and spin ... 13.9 kcal/mol
DFT total energy ... -2851.89026 hartree

***

(2)
# C3H4ErO2

A structure of composition C3H4ErO2 (wB97M-V/def2-TZVPD, the Open Molecules 2025 dataset).

Atoms and positions in Å:
1 C 0.0390 -0.0517 -0.4653
2 C -0.4463 -1.1637 -0.9546
3 H -1.1222 -1.7142 -0.2297
4 H -0.1496 -1.5076 -1.9417
5 O 1.0417 0.7904 -0.8315
6 H 1.3304 0.7392 -1.7533
7 C -0.9805 -0.2434 1.7128
8 O -0.1914 0.4262 0.9072
9 Er 1.4874 2.3355 0.9340
10 H -1.0085 0.3893 2.6221

Output
2S+1 ... 4
Net charge ... +3
Frontier orbital gap (alpha / beta) ... 7.425 / 5.006 eV
Energy above the lowest of the compared OMol25 structures with the same formula, charge and spin ... 54.6 kcal/mol
DFT total energy ... -1280.74301 hartree

***

Which of these has the lowest energy above the lowest of the compared OMol25 structures with the same formula, charge and spin? C36H25F3MgN5O6Sb